# C3H3FI3InNO2S

A structure of composition C3H3FI3InNO2S in a non-equilibrium geometry (ωB97M-V/def2-TZVPD, the Open Molecules 2025 dataset).

Computed properties:
* E: -1901.2567 Eh
* lowest unoccupied orbital energy: -0.572 Eh
* orbital gap: 5.165 eV
* largest force on an atom: 0.0509 Eh/bohr
* total charge: +3
* 2S+1: 1

Geometry as XYZ:
```
15
Properties=species:S:1:pos:R:3:forces:R:3:mulliken_charge:R:1
C 2.1861 -0.7704 -0.5924 -0.346 -0.276 0.203 -1.26
C 0.8320 -0.2206 -0.8484 0.103 -0.071 -0.064 0.52
I -0.0198 -0.7625 -2.5413 -0.001 0.180 -0.377 0.75
C 0.1852 0.7929 0.0369 0.314 0.264 -1.024 -0.01
I 1.3084 1.4703 1.6223 0.612 0.572 -0.645 0.51
N -1.0332 1.2863 -0.2546 0.284 -0.491 2.557 -0.47
I -1.5610 2.9148 0.8869 -0.592 1.151 -0.553 0.55
S -2.3323 -0.0454 -0.0199 -0.105 -1.031 -1.457 1.16
O -1.6761 -0.9891 0.8076 0.164 0.244 0.188 -0.37
O -2.8605 -0.3067 -1.2872 -0.090 -0.066 0.049 -0.35
F -3.3478 0.6919 0.7938 -0.332 0.340 0.361 -0.08
H 2.3861 -0.9825 0.4577 0.035 0.169 0.069 0.28
H 2.9220 -0.0200 -0.9202 0.067 0.000 0.000 0.42
H 2.3487 -1.6848 -1.1590 0.104 0.075 -0.148 0.46
In 0.6621 -1.3743 3.0178 -0.217 -1.062 0.842 0.89
```
Positions in Å, forces in eV/Å.